Entry from the Open Molecules 2025 dataset: Br3Hf as an isolated structure in a non-equilibrium geometry (wB97M-V/def2-TZVPD).

The geometry in ORCA input format:
```
! RIJCOSX wB97M-V def2-TZVPD def2/J DEFGRID3
* xyz 1 1
Hf 0.2245 -0.2856 0.8371
Br -1.2895 1.1556 0.5444
Br 1.4772 0.6402 -0.6136
Br -0.4122 -1.5102 -0.7679
*
```

The calculation puts the frontier orbital gap at 9.0 eV. The max |F| is 0.256 hartree/bohr. The energy relative to the best compared isomer or geometry (same formula, charge and spin) comes out at 44.9 kcal per mole. Its highest occupied orbital energy is -14.8 eV.

From a Löwdin analysis of the wavefunction, the atomic charges in e read: number 1, Hf, carries -0.08; number 2, Br, carries 0.38; number 3, Br, carries 0.34; number 4, Br, carries 0.36



Entry from the Open Molecules 2025 dataset: Br3Mn as an isolated structure in a non-equilibrium geometry (wB97M-V/def2-TZVPD).

The geometry in ORCA input format:
```
! RIJCOSX wB97M-V def2-TZVPD def2/J DEFGRID3
* xyz 0 7
Mn 0.3652 0.3000 0.3128
Br -1.4412 2.0134 -0.0053
Br -0.5063 -1.8219 1.5409
Br 1.5824 -0.4916 -1.8484
*
```

The calculation puts the frontier orbital gap (alpha / beta) at 9.3 / 4.2 eV. The max |F| is 0.026 hartree/bohr. The energy relative to the best compared isomer or geometry (same formula, charge and spin) comes out at 4.4 kcal per mole. Its highest occupied orbital energy (alpha / beta) is -10.2 / -10.0 eV.

From a natural (NBO) analysis of the wavefunction, the atomic charges in e read: number 1, Mn, carries 1.32; number 2, Br, carries -0.63; number 3, Br, carries -0.27; number 4, Br, carries -0.41



Entry from the Open Molecules 2025 dataset: Br3PS as an isolated structure in a non-equilibrium geometry (wB97M-V/def2-TZVPD).

The geometry in ORCA input format:
```
! RIJCOSX wB97M-V def2-TZVPD def2/J DEFGRID3
* xyz 0 1
P 0.3384 0.0383 0.2241
S -1.4585 -0.2580 -1.1843
Br 1.6690 -1.4247 1.1990
Br 1.5471 1.5422 -0.6755
Br -0.3091 1.0172 1.9688
*
```

The calculation puts the frontier orbital gap at 7.3 eV. The max |F| is 0.085 hartree/bohr. The energy relative to the best compared isomer or geometry (same formula, charge and spin) comes out at 0.0 kcal per mole. Its highest occupied orbital energy is -9.0 eV.

natural (NBO) population analysis, charges in e, atoms 1 to 4: number 1, P, carries 0.67; number 2, S, carries -0.42; number 3, Br, carries -0.08; number 4, Br, carries -0.07



Entry from the Open Molecules 2025 dataset: a 3-piece molecular cluster, BrClFHN3O overall in a non-equilibrium geometry (wB97M-V/def2-TZVPD).

The geometry in ORCA input format:
```
! RIJCOSX wB97M-V def2-TZVPD def2/J DEFGRID3
* xyz -1 1
N 0.5889 0.5092 -0.0941
N -0.6236 0.5694 -0.1937
N -1.5445 -0.0049 -0.7385
O 1.3770 1.2923 0.4683
F -1.2821 2.1686 0.3939
Cl 2.0208 -2.0567 0.3562
Br -2.4698 -1.3437 0.2887
H 1.9332 -1.1341 -0.4809
*
```

The calculation puts the frontier orbital gap at 8.4 eV. The max |F| is 0.068 hartree/bohr. The energy relative to the best compared isomer or geometry (same formula, charge and spin) comes out at 112.3 kcal per mole. Its highest occupied orbital energy is -5.2 eV.

natural (NBO) population analysis, charges in e, atoms 1 to 4: number 1, N, carries 0.18; number 2, N, carries 0.21; number 3, N, carries -0.27; number 4, O, carries -0.43



> Which value of max |F| does entry 1 give?

0.256 hartree/bohr



> The highest max |F| belongs to which entry?

Br3Hf



> Among the records above, which one has the highest max |F|?

Br3Hf